(1)
2 unconnected molecules or ions with the total composition C2H8NO, computed with wB97M-V/def2-TZVPD.

Values from the calculation:
HOMO-LUMO gap = 7.0 eV
electronic energy = -5740.5406 eV
total charge = -1

Bonds (Å) are listed after each position.
CARTESIAN COORDINATES (ANGSTROEM)
1 H -0.6513 1.0154 -2.1172  C11 1.095
2 H -1.2370 1.0686 -0.4594  C11 1.102
3 H 0.1157 -0.8670 -0.0078  N7 1.028
4 H -1.1153 -1.6083 1.9727  O8 0.964
5 C 1.3425 0.6568 -0.2673  H6 1.092, N7 1.459, H10 1.095, H12 1.095
6 H 1.2735 1.6338 -0.7494  C5 1.092
7 N 0.3610 -0.2755 -0.8119  H3 1.028, C5 1.459, C11 1.447
8 O -0.6647 -0.7594 2.0438  H4 0.964
9 H -1.6470 -0.3075 -1.4826  C11 1.089
10 H 2.3491 0.2817 -0.4809  C5 1.095
11 C -0.8495 0.3927 -1.2390  H1 1.095, H2 1.102, N7 1.447, H9 1.089
12 H 1.2294 0.7872 0.8139  C5 1.095

***

(2)
2 unconnected molecules or ions with the total composition C2H8NO, computed with wB97M-V/def2-TZVPD.

Values from the calculation:
HOMO-LUMO gap = 6.9 eV
electronic energy = -5740.1804 eV
total charge = -1

Bonds (Å) are listed after each position.
CARTESIAN COORDINATES (ANGSTROEM)
1 C -0.0863 -1.0717 0.0511  H2 1.110, H3 1.085, H6 1.097, N10 1.474
2 H 0.2549 -0.7149 1.0451  C1 1.110
3 H -1.0019 -1.5724 0.3469  C1 1.085
4 H -0.8333 0.9006 1.3296  C7 1.126
5 H -2.2371 0.4880 0.3112  C7 1.093
6 H 0.7528 -1.6562 -0.3448  C1 1.097
7 C -1.2215 0.8911 0.2731  H4 1.126, H5 1.093, H8 1.084, N10 1.473
8 H -1.3189 1.9358 0.0019  C7 1.084
9 H 0.3847 0.5279 -0.9793  N10 1.009
10 N -0.4978 0.1020 -0.7390  C1 1.474, C7 1.473, H9 1.009
11 H 3.3404 0.0640 -0.8252  O12 0.946
12 O 2.4640 0.1059 -0.4705  H11 0.946

***

(3)
2 unconnected molecules or ions with the total composition C2H8NO, computed with wB97M-V/def2-TZVPD.

Values from the calculation:
HOMO-LUMO gap = 10.0 eV
electronic energy = -5733.8935 eV
total charge = +1

Bonds (Å) are listed after each position.
CARTESIAN COORDINATES (ANGSTROEM)
1 C -0.4133 1.7993 0.0297  C2 1.317, H3 1.086, H10 1.078
2 C 0.3359 1.1269 0.8784  C1 1.317, O4 1.409, H5 1.066
3 H -0.4285 1.4491 -0.9979  C1 1.086
4 O 1.1755 0.0854 0.4355  C2 1.409, H11 0.966
5 H 0.4317 1.4563 1.8881  C2 1.066
6 H -1.2269 -1.9448 -0.2356  N8 1.023
7 H -0.5527 -1.1073 -1.5803  N8 1.021
8 N -0.3914 -1.7214 -0.7813  H6 1.023, H7 1.021, H9 1.062, H12 1.018
9 H 0.2117 -1.1573 -0.1141  N8 1.062
10 H -1.0046 2.6273 0.3872  C1 1.078
11 H 1.8447 0.0047 1.1273  O4 0.966
12 H 0.0179 -2.6183 -1.0371  N8 1.018

***

(4)
2 unconnected molecules or ions with the total composition C2H8NO2, computed with wB97M-V/def2-TZVPD.

Values from the calculation:
HOMO-LUMO gap = 7.1 eV
electronic energy = -7788.3589 eV
total charge = -1

Bonds (Å) are listed after each position.
CARTESIAN COORDINATES (ANGSTROEM)
1 N -0.6050 -0.2185 -0.1616  C3 1.528, C11 1.442, H13 0.999
2 H -0.0609 1.7684 0.1814  C11 1.101
3 C 0.5662 -0.9438 -0.8230  N1 1.528, O4 1.297, H7 1.125, H10 1.124
4 O 1.3831 -1.4833 0.0273  C3 1.297
5 O 0.4128 -0.2113 2.4972  H6 0.968, H8 0.995
6 H 1.3635 -0.0615 2.3947  O5 0.968
7 H 0.0313 -1.5707 -1.5892  C3 1.125
8 H 0.2695 -0.6557 1.6182  O5 0.995
9 H -1.7729 1.5596 -0.3027  C11 1.088
10 H 1.0332 -0.1385 -1.4529  C3 1.124
11 C -0.7592 1.1881 -0.4408  N1 1.442, H2 1.101, H9 1.088, H12 1.107
12 H -0.4237 1.4345 -1.4668  C11 1.107
13 H -1.4377 -0.6674 -0.4818  N1 0.999

***

HOMO energy, respectively: -2.51, -2.52, -13.82, -2.73 eV.
Strongest force on any atom, respectively: 0.76, 1.66, 1.12, 1.45 eV Å⁻¹.